Entry 1:
A structure of composition C54H81HfN7O12 in a non-equilibrium geometry, computed with the ωB97M-V functional and the def2-TZVPD basis.

ORCA input file:
```
! RIJCOSX wB97M-V def2-TZVPD def2/J DEFGRID3
* xyz 0 1
Hf 0.39 -0.10 0.14
O -0.35 -2.36 -0.54
O 1.88 -1.02 -3.94
O 2.62 0.90 -0.40
O 3.63 1.52 -2.16
O -1.52 -0.06 -1.65
O 0.15 2.34 -0.14
O -2.10 1.30 -3.27
O 0.95 0.06 -2.34
O 4.55 -1.53 -1.92
O 1.68 -0.78 1.97
O 2.67 -1.82 -0.92
O -1.66 -0.01 1.56
N -2.33 0.38 -2.51
N 3.78 -2.21 -1.26
N -0.37 -3.83 -0.48
N 0.01 3.70 0.33
N 1.30 -0.03 -3.53
N 3.58 1.43 -0.98
N -2.67 0.67 2.31
C 6.89 2.98 0.10
C 4.05 -1.21 2.01
C 3.48 -4.24 0.04
C -2.59 -4.23 0.64
C 0.62 3.40 -4.88
C -5.90 -0.07 -3.36
C 6.75 3.06 1.52
C 3.69 -5.61 0.23
C 5.82 2.53 -0.63
C -0.83 -6.67 -0.36
C -3.96 -1.55 -2.02
C 1.13 1.13 -4.44
C -0.63 -5.88 0.89
C -0.35 -4.59 -1.80
C 0.69 3.03 2.60
C 0.89 5.15 -1.57
C 1.37 0.92 -5.83
C -5.29 -1.93 -1.99
C 1.21 2.00 -6.72
C 5.56 -5.52 -1.41
C -5.12 1.51 3.88
C 2.22 4.40 1.37
C -1.55 4.39 -1.62
C 5.58 2.55 2.13
C -1.61 -4.30 -2.60
C -4.82 2.10 2.45
C 0.84 -4.04 -2.71
C 4.56 2.10 1.37
C 4.19 -3.55 -0.93
C 0.74 4.08 1.58
C -3.52 -1.31 3.53
C -0.90 5.96 0.08
C 4.69 -6.26 -0.52
C -3.81 1.13 4.55
C 5.27 -4.19 -1.63
C -6.29 -1.19 -2.60
C -0.16 6.46 1.31
C -0.37 4.75 -0.70
C -1.51 0.10 4.44
C 0.68 2.37 -3.97
C -4.89 0.03 1.00
C -0.50 -3.81 2.10
C -4.60 0.39 -3.35
C 0.00 -6.06 -1.55
C 4.65 2.08 -0.04
C -3.61 -0.30 -2.66
C -3.91 1.18 1.54
C -1.04 -4.43 0.74
C -2.90 0.13 3.70
C -3.39 2.21 0.46
C 0.85 3.23 -6.25
C 2.78 -1.07 2.86
C -0.01 5.27 2.24
C 2.83 -0.07 4.02
H -1.59 5.21 -2.33
H -2.95 -3.25 0.35
H 1.67 -0.06 -6.17
H -3.30 -2.20 -1.46
H 1.56 1.90 -7.73
H 2.79 4.36 2.30
H 1.90 -0.08 4.59
H 0.45 -5.85 1.06
H 1.53 4.27 -1.71
H 0.82 6.77 0.97
H -1.97 5.98 0.29
H 5.50 2.58 3.20
H 2.44 5.45 1.16
H -0.33 2.66 2.71
H -2.81 1.70 -0.30
H -1.96 -3.27 -2.73
H -2.46 4.23 -1.05
H 0.95 3.42 3.58
H -4.20 2.74 -0.04
H 1.73 -3.99 -2.09
H -0.72 -2.74 2.07
H -0.92 6.84 -0.56
H -5.44 0.51 0.18
H -6.71 0.43 -3.87
H -0.17 -6.65 -2.45
H 6.30 -5.96 -2.06
H -4.41 3.11 2.57
H 3.01 0.96 3.72
H 7.84 3.20 -0.36
H -3.03 -4.40 1.62
H -1.21 -6.23 1.74
H 3.00 -6.20 0.82
H 0.61 5.50 -2.56
H 5.77 -3.62 -2.40
H -7.32 -1.51 -2.50
H -5.68 2.19 4.51
H -3.09 -4.91 -0.05
H -2.73 2.95 0.90
H -3.00 -1.85 2.74
H -5.59 -0.34 1.75
H -1.89 -6.68 -0.60
H -0.95 -0.66 3.90
H -3.30 2.04 4.86
H -5.75 0.62 3.91
H -4.16 0.60 5.44
H 2.57 3.80 0.53
H -1.03 -4.14 2.99
H 3.64 1.71 1.78
H 4.01 -2.18 1.50
H -0.98 1.05 4.37
H -1.45 -4.64 -3.62
H -3.34 -1.93 4.40
H 1.36 2.18 2.47
H 1.06 -6.17 -1.36
H 3.71 -0.24 4.65
H 4.19 -0.39 1.31
H 0.58 2.51 -2.91
H 2.62 -2.07 3.27
H 2.71 -3.79 0.65
H -0.64 7.30 1.80
H 0.87 -4.69 -3.58
H 4.94 -1.20 2.63
H 0.68 4.06 -6.92
H -1.33 3.50 -2.22
H -4.38 1.28 -3.92
H 0.65 -3.06 -3.15
H 0.57 -3.90 2.28
H 7.57 3.50 2.06
H -1.68 -0.13 5.49
H -5.77 2.32 1.97
H 0.51 5.57 3.15
H -1.01 4.89 2.46
H -0.62 -7.73 -0.24
H 4.70 -7.34 -0.53
H -2.45 -4.85 -2.19
H 1.47 5.92 -1.06
H 5.90 2.45 -1.71
H 0.51 4.41 -4.51
H -4.60 -1.26 3.34
H -4.37 -0.86 0.64
H -5.52 -2.73 -1.30
*
```

Values from the calculation:
ΔE to the lowest compared entry with this formula, charge and spin, kJ/mol: 0.0



Entry 2:
A cluster of 7 separate species, C54H82N2O19 in total in a non-equilibrium geometry, computed with the ωB97M-V functional and the def2-TZVPD basis.

ORCA input file:
```
! RIJCOSX wB97M-V def2-TZVPD def2/J DEFGRID3
* xyz 0 1
O -4.72 -6.75 -7.56
O -5.90 -2.03 3.45
O -8.61 -5.40 -1.28
O 5.32 9.61 7.47
O -6.15 4.42 1.79
O -6.90 -5.42 -2.75
O -6.64 -5.92 -0.56
O 6.85 10.86 6.36
O -4.23 -8.88 -6.99
O -5.55 0.05 4.26
O 1.21 6.91 2.85
O 1.52 4.67 2.91
O 5.13 9.82 5.33
O -3.96 -1.57 4.26
O 2.67 -4.15 -1.60
O -5.12 6.32 1.79
O -3.96 4.46 2.33
O 1.87 5.81 4.71
O -3.82 -8.03 -9.05
N 4.17 -1.70 0.12
N 1.69 -2.03 -1.51
C -7.34 -5.57 -1.64
C 1.51 5.90 3.43
C -5.17 -1.07 4.01
C 3.65 -0.96 -2.30
C 8.02 -0.33 -2.45
C 2.75 -2.97 -1.47
C -1.23 -4.74 -5.84
C 1.06 4.61 1.56
C -7.26 -1.67 3.21
C 4.32 -3.91 1.33
C -1.01 -1.65 -2.81
C 2.67 1.21 0.57
C 2.52 1.36 1.98
C -3.92 7.08 1.95
C 1.35 -0.93 -3.69
C -4.25 -7.98 -7.78
C 4.06 -2.09 -1.29
C 0.21 0.52 1.89
C -5.24 -6.11 -0.78
C 1.61 0.57 -1.73
C -3.03 -0.70 4.91
C 6.47 -2.23 -2.30
C -2.24 -3.52 -3.82
C 1.57 0.72 -0.21
C -6.10 2.99 1.89
C -4.51 -4.79 -0.88
C 2.44 -2.17 1.83
C 5.63 11.29 9.20
C 8.64 -2.43 -3.56
C 7.41 -2.97 -3.10
C -3.33 -0.58 6.39
C 0.36 0.38 0.48
C -3.31 -9.30 -9.47
C 3.69 -2.52 0.99
C 6.79 -0.89 -1.97
C 5.87 10.16 6.39
C -9.46 -4.93 -2.33
C 8.95 -1.07 -3.22
C 1.29 1.04 2.66
C 5.98 9.90 8.71
C -2.16 -2.48 -2.83
C 10.29 -0.51 -3.72
C -4.43 -10.27 -9.78
C 5.20 -2.99 -1.86
C 5.54 10.43 4.11
C -3.01 6.92 0.75
C 2.06 -0.84 -2.26
C -5.30 -6.58 -6.26
C 0.47 7.46 5.83
C 1.88 7.04 5.44
C -1.17 -3.66 -4.74
C -0.01 -2.82 -4.69
C 0.09 -1.79 -3.70
C -4.98 5.01 2.01
H -7.12 2.62 1.83
H 7.05 9.77 8.61
H -5.13 -9.83 -10.49
H 2.39 7.82 4.87
H -2.13 -5.37 -5.75
H -7.72 -2.47 2.63
H 10.84 0.04 -2.93
H -3.01 0.28 4.43
H 5.37 -3.72 1.62
H 1.24 3.60 1.20
H -4.03 -11.20 -10.19
H -2.74 -9.11 -10.38
H 4.82 -3.52 -2.75
H 10.92 -1.36 -4.02
H 0.78 -2.97 -5.43
H -2.04 -1.14 4.78
H -0.35 -5.39 -5.71
H -9.38 -5.57 -3.21
H -3.38 -1.57 6.85
H 6.06 11.47 10.19
H -2.14 7.57 0.84
H -5.67 2.68 2.84
H -3.41 6.81 2.88
H 3.62 1.50 0.11
H 10.07 0.13 -4.59
H -0.94 -0.87 -2.05
H -0.50 0.00 -0.08
H -5.52 -5.52 -6.14
H -2.56 0.00 6.90
H -2.96 -2.35 -2.10
H 2.36 1.29 -2.10
H 9.29 -3.08 -4.15
H 1.14 0.09 -4.06
H -4.71 -4.16 -0.01
H 4.16 -0.03 -2.03
H 2.60 -2.64 2.83
H 3.86 -1.29 -3.33
H -5.52 2.58 1.06
H 3.32 1.75 2.61
H 5.34 11.50 4.13
H -3.43 -4.95 -0.96
H -1.15 -4.26 -6.83
H 4.55 11.42 9.25
H 4.26 -4.62 0.49
H 7.18 -4.01 -3.34
H -7.79 -1.57 4.16
H 1.16 1.18 3.74
H -0.01 4.81 1.52
H -5.00 -10.51 -8.88
H -0.75 0.26 2.35
H -4.22 8.13 2.05
H -3.11 -4.19 -3.85
H -4.87 -6.67 0.08
H 2.09 -1.37 -4.38
H 2.30 -1.09 1.95
H -6.23 -7.14 -6.19
H 2.47 6.86 6.34
H -2.62 -9.70 -8.73
H -9.20 -3.91 -2.58
H 1.57 -2.69 1.39
H 3.76 -4.37 2.16
H 6.01 12.06 8.52
H -5.07 -6.73 -1.66
H -4.83 -4.22 -1.76
H -3.54 7.16 -0.17
H -10.48 -4.96 -1.96
H -2.67 5.89 0.66
H 6.60 10.25 3.92
H 0.61 0.84 -2.11
H -4.61 -6.89 -5.48
H 6.11 -0.30 -1.35
H 1.10 -1.92 -0.69
H -4.29 -0.10 6.56
H 5.53 -3.78 -1.16
H 4.96 9.98 3.30
H 5.62 9.16 9.42
H 8.32 0.69 -2.19
H -0.13 7.68 4.94
H -0.03 6.65 6.36
H 0.50 8.35 6.46
H 1.61 5.31 0.92
H -7.33 -0.74 2.64
*
```

Values from the calculation:
SMILES string: CC(C)=N[C@]1(Cc2ccc(C)cc2)C[C@@](Cc2ccccc2)(Cc2cccc(C)c2)NC1=O.CCOC(=O)OC.CCOC(=O)OC.CCOC(=O)OC.CCOC(=O)OC.CCOC(=O)OC.CCOC(=O)OC



Number 1: HOMO energy -5.909 eV, frontier orbital gap 4.9 eV, LUMO -0.038 hartree. Number 2: HOMO energy -8.002 eV, frontier orbital gap 8.3 eV, LUMO 0.012 hartree.